56
Properties=species:S:1:pos:R:3:forces:R:3 method="wB97M-V/def2-TZVPD" de_lowest_kcal_mol=52.6 lumo_energy_ev=-6.317 orbital_gap_ev=3.764 charge=+1 energy_ha=-2469.2394 homo_ev=-10.08
Au -1.4065 -0.3835 0.3175 0.408 1.070 1.076
O -1.8582 -3.1953 3.3755 0.080 0.546 -0.203
C -1.6975 -2.2382 2.6619 0.151 0.107 1.103
N -1.8979 -2.1917 1.3145 0.663 1.593 -0.794
C -2.2259 -3.3332 0.6413 -0.460 -0.955 -1.309
O -1.9922 -4.4585 1.0013 0.028 0.267 0.038
C -2.9785 -3.0727 -0.6378 -0.230 -0.944 -0.297
C -3.3018 -4.1600 -1.4470 0.062 0.207 0.089
C -4.0727 -3.9205 -2.5723 -0.001 0.018 0.019
C -4.5110 -2.6293 -2.8296 0.013 0.074 0.085
C -4.1452 -1.6161 -1.9526 -0.195 -0.359 -0.376
N -3.3817 -1.8439 -0.9001 -0.305 0.470 0.611
C -1.2905 -0.8971 3.2224 0.141 -0.555 0.827
C -0.9197 -0.7842 4.5562 -0.115 0.205 -0.330
C -0.4572 0.4389 5.0155 0.010 -0.019 -0.177
C -0.4100 1.5153 4.1402 -0.289 -0.209 -0.079
C -0.8523 1.3337 2.8405 0.266 0.923 -0.145
N -1.2639 0.1516 2.4075 -0.021 -1.064 -1.764
H -2.9667 -5.1493 -1.1686 0.012 0.021 -0.023
H -4.3506 -4.7325 -3.2278 -0.006 -0.044 -0.050
H -5.1393 -2.4151 -3.6800 -0.047 0.027 -0.073
H -4.4772 -0.5958 -2.0891 -0.088 0.041 -0.108
H -0.9841 -1.6519 5.1938 -0.013 -0.154 -0.066
H -0.1239 0.5513 6.0359 0.011 -0.005 0.080
H -0.0514 2.4813 4.4611 -0.039 0.066 -0.081
H -0.8800 2.1439 2.1258 0.106 0.020 -0.046
I -0.4068 -2.3653 -5.6603 -0.175 0.272 0.446
C -0.9788 -1.2788 -3.9767 0.039 -0.131 -0.431
C -1.6973 -0.0968 -3.9416 0.216 -0.506 0.076
N -1.8160 0.2409 -2.6501 -0.269 0.487 0.012
N -1.2096 -0.6458 -1.8653 0.151 -0.136 1.544
C -0.6985 -1.5831 -2.6405 -0.003 -0.109 -0.320
H -2.1248 0.4805 -4.7355 -0.052 0.225 -0.107
H -2.1906 1.0839 -2.2311 0.133 -0.106 -0.178
H -0.1671 -2.4198 -2.2365 0.132 -0.190 0.146
C 2.5349 3.5169 1.2273 -0.056 0.148 -0.123
C 3.6828 2.7416 0.6490 -0.288 -0.489 -0.981
C 4.8850 2.7673 1.3385 0.674 -0.422 -0.059
C 6.0030 2.0519 0.9220 -0.933 -0.085 -0.617
Cl 7.4632 2.1589 1.7972 0.563 0.018 0.386
C 5.9243 1.2491 -0.2191 0.195 0.415 0.647
C 4.7579 1.2333 -0.9359 -1.014 0.424 0.082
C 3.6259 1.9917 -0.5536 1.880 0.063 1.305
O 2.6577 1.9492 -1.4804 -1.134 -0.017 -0.904
C 1.3407 2.3972 -1.3505 -0.116 -0.274 0.205
C 0.4787 1.4245 -0.5076 2.567 0.053 -0.240
O -0.7650 1.6365 -0.5470 -2.491 -1.090 0.830
O 1.0082 0.4999 0.0966 -0.034 0.055 -0.039
H 2.7832 3.8401 2.2351 -0.013 0.013 0.054
H 1.6395 2.9018 1.2806 -0.144 0.015 0.084
H 2.3155 4.4121 0.6443 -0.077 0.048 0.032
H 4.9608 3.3638 2.2346 -0.006 0.057 0.119
H 6.7754 0.6666 -0.5314 0.105 -0.052 -0.042
H 4.6697 0.6400 -1.8329 0.013 -0.035 -0.107
H 0.9370 2.3817 -2.3682 -0.004 0.052 0.160
H 1.2472 3.4136 -0.9666 0.000 -0.051 0.011

---

112
Properties=species:S:1:pos:R:3:forces:R:3 method="wB97M-V/def2-TZVPD" de_lowest_kcal_mol=0.0 lumo_energy_ev="-10.710 / -10.709" orbital_gap_ev="4.203 / 3.921" charge=+3 energy_ha=-5086.2871 homo_ev="-14.91 / -14.63"
Pt 0.0263 -1.0394 -1.0486 0.243 -0.306 0.765
C -1.1265 4.1674 3.7710 -0.047 -0.122 0.090
C -1.9636 2.8920 3.9900 -0.036 0.335 -0.007
C -3.4106 3.1358 3.5369 0.090 -0.153 0.032
C -1.9865 2.5864 5.4915 -0.003 -0.051 -0.106
C -1.3203 1.7748 3.1787 -0.001 -0.083 -0.011
C -1.4962 1.6957 1.8089 -0.088 -0.098 -0.011
C -0.8563 0.6958 1.0629 0.423 -0.348 0.423
N -0.8314 0.6292 -0.3347 -0.436 -0.107 -0.577
C -1.2951 1.6692 -1.0738 0.522 -0.182 -0.003
C -1.0336 2.9838 -0.7015 0.000 0.233 0.036
C -1.6178 4.0526 -1.3574 0.111 -0.285 0.038
C -2.3871 3.7852 -2.5321 -0.317 -0.084 -0.030
C -2.6336 2.5547 -3.0446 -0.229 0.392 -0.106
C -2.1374 1.3806 -2.2949 0.138 0.044 -0.101
O -2.4162 0.2249 -2.5571 0.031 -0.223 -0.101
C -3.2930 2.4379 -4.4172 0.212 -0.248 -0.173
C -4.3963 1.3684 -4.4951 0.100 0.172 0.178
C -3.9228 3.7558 -4.8810 0.156 -0.030 0.039
C -2.1290 2.1012 -5.3792 -0.229 0.083 -0.023
C -1.4679 5.4592 -0.8322 0.160 0.261 0.094
C -0.0028 5.7456 -0.4583 -0.136 -0.075 -0.060
C -1.9445 6.5273 -1.8212 0.035 -0.093 0.019
C -2.3489 5.5381 0.4346 0.036 -0.063 -0.195
C -0.2031 -0.3379 1.7608 -0.212 1.075 0.325
O 0.0352 -1.4509 0.9662 0.334 -0.592 -0.421
C 0.1094 -0.2249 3.1129 0.085 -0.302 -0.222
C -0.4623 0.8529 3.7803 -0.106 0.062 -0.046
C 1.1206 -1.1381 3.8127 0.076 -0.086 -0.046
C 1.2393 -0.8170 5.3064 -0.040 -0.026 -0.075
C 0.7427 -2.6302 3.6807 -0.038 0.168 0.157
C 2.4921 -0.8416 3.1712 -0.028 -0.092 0.214
H -1.5733 4.9969 4.3201 0.026 0.036 -0.017
H -0.1081 4.0245 4.1363 0.023 0.029 -0.003
H -1.0754 4.4401 2.7166 0.062 -0.025 0.123
H -3.8491 3.9330 4.1359 -0.004 0.016 -0.012
H -3.4867 3.4345 2.4913 -0.008 0.023 -0.014
H -4.0081 2.2347 3.6850 -0.062 0.022 -0.035
H -2.5614 3.3578 6.0021 0.001 -0.002 0.013
H -2.4618 1.6249 5.6933 0.003 -0.003 0.056
H -0.9875 2.5954 5.9293 0.001 -0.041 0.020
H -2.1529 2.3886 1.3081 0.052 0.072 -0.001
H -0.3120 3.1579 0.0832 -0.156 0.006 0.170
H -2.7742 4.6373 -3.0653 0.023 0.008 0.045
H -5.3181 1.7573 -4.0612 -0.030 -0.065 -0.006
H -4.5902 1.1248 -5.5402 -0.046 0.051 -0.010
H -4.1234 0.4712 -3.9595 -0.031 -0.227 -0.003
H -4.6389 4.1374 -4.1520 -0.024 0.006 -0.014
H -3.1726 4.5213 -5.0823 -0.042 0.052 -0.031
H -4.4629 3.5733 -5.8094 0.020 0.014 -0.020
H -1.6765 1.1401 -5.1407 0.020 -0.126 -0.004
H -2.5009 2.0820 -6.4051 0.026 -0.082 -0.002
H -1.3528 2.8650 -5.3199 0.019 0.002 -0.018
H 0.6470 5.6157 -1.3245 0.052 0.026 0.020
H 0.0832 6.7763 -0.1177 0.019 0.003 0.020
H 0.3498 5.1010 0.3470 0.047 0.032 0.022
H -1.3817 6.4887 -2.7555 -0.034 0.028 -0.031
H -3.0106 6.4383 -2.0346 0.010 0.018 -0.040
H -1.7917 7.5124 -1.3834 0.029 0.004 0.015
H -2.0149 4.8245 1.1860 -0.087 0.047 -0.083
H -2.2813 6.5409 0.8557 -0.018 0.011 0.025
H -3.3925 5.3309 0.1915 -0.031 0.031 0.053
H -0.2687 0.9596 4.8341 0.024 -0.018 0.012
H 0.2931 -0.9723 5.8254 0.003 0.034 0.046
H 1.9760 -1.4834 5.7564 -0.013 -0.001 -0.028
H 1.5837 0.2031 5.4738 -0.040 0.020 0.049
H -0.3376 -2.7726 3.7093 -0.006 -0.025 0.003
H 1.1307 -3.0923 2.7727 0.041 -0.095 -0.173
H 1.1642 -3.1883 4.5180 0.029 -0.035 -0.093
H 2.7331 0.2169 3.2682 0.004 0.020 -0.013
H 3.2751 -1.3975 3.6964 -0.031 -0.061 -0.086
H 2.5258 -1.0910 2.1091 0.031 -0.044 -0.087
C -0.3787 -3.7548 -2.5547 -0.417 0.003 -0.107
O 0.6688 -3.2704 -1.6881 0.324 0.244 0.481
C 1.7679 -4.0946 -1.6263 -0.382 -0.446 -0.963
C 2.0000 -5.0343 -2.5719 -0.386 0.654 0.160
C 3.0780 -5.9669 -2.4363 0.799 -0.593 0.291
Br 3.3451 -7.2172 -3.7982 -0.133 0.356 0.306
C 3.8800 -5.9808 -1.3272 -0.154 -0.442 -0.828
C 3.7049 -5.0142 -0.3366 0.895 -0.509 0.995
C 2.6707 -3.9709 -0.4750 -0.352 0.830 0.180
O 2.5555 -3.0629 0.3325 -0.227 0.086 0.123
C 4.4692 -5.1236 0.8403 -0.810 0.493 -1.016
N 5.1246 -6.2640 1.1455 0.443 -0.478 0.385
C 5.6253 -6.0879 2.3590 -0.423 0.302 -0.447
C 6.3601 -6.9810 3.1783 0.220 -0.218 0.450
C 6.7941 -6.5120 4.3825 -0.075 -0.596 -0.386
C 6.5044 -5.1890 4.8133 -0.303 0.625 -0.333
C 5.7838 -4.2900 4.0443 0.331 0.163 0.585
C 5.3177 -4.7526 2.8283 -0.020 0.057 -0.467
N 4.5868 -4.1852 1.8336 0.191 -0.031 0.718
H -0.5771 -4.8050 -2.3405 0.029 0.044 0.053
H -0.1097 -3.6311 -3.6042 0.047 0.044 0.056
H -1.2584 -3.1599 -2.3276 0.014 -0.008 0.029
H 1.3736 -5.1030 -3.4494 0.091 -0.096 0.034
H 4.6585 -6.7197 -1.2083 -0.023 -0.013 -0.013
H 0.7871 -2.0105 1.2302 0.062 0.158 0.171
H 6.5304 -7.9998 2.8593 0.108 0.046 -0.072
H 7.3651 -7.1595 5.0330 -0.020 0.015 0.035
H 6.8640 -4.8696 5.7826 0.046 0.007 -0.010
H 5.6373 -3.2706 4.3733 -0.124 -0.044 0.054
H 4.2039 -3.2523 1.7989 -0.052 -0.029 0.017
N -1.0024 -1.7451 -7.3295 -0.052 -0.077 -0.104
C -1.2514 -1.5912 -6.0363 -0.203 0.091 0.308
N -2.4850 -1.7816 -5.5662 -0.110 -0.091 -0.057
N -0.2335 -1.2709 -5.2511 0.551 -0.072 -0.501
C -0.0849 -1.0001 -4.0346 0.135 0.351 0.256
N 0.2823 -0.7031 -2.9593 -0.727 -0.004 -0.503
H -1.7144 -2.0288 -7.9819 -0.021 0.040 0.007
H -0.0685 -1.6100 -7.6800 0.032 0.036 0.088
H -3.2552 -1.9927 -6.1796 -0.013 0.022 0.003
H -2.6988 -1.5866 -4.6026 0.004 0.144 0.053

---

> Which of these has the lowest charge?

C24H19AuClIN5O5